The following is a DFT calculation (ωB97M-V with the def2-TZVPD basis set) of a structure of composition C25H24AlClNO2.

The geometry in XYZ format:
```
54
Properties=species:S:1:pos:R:3
C -2.55782 -1.28258 -2.34074
C -1.83050 -1.48626 -3.60655
C -1.83488 -0.24443 -4.29769
H -1.56857 -2.45817 -4.03557
C -2.44437 0.73546 -3.47178
C -2.87072 0.13069 -2.27490
H -3.43010 0.61453 -1.47131
H -3.06056 -2.07374 -1.77493
H -1.48670 -0.08432 -5.32012
H -2.61299 1.77788 -3.74291
Al -0.57071 -1.35794 -1.72809
Cl -0.25992 -3.41723 -1.38944
C 1.41466 -0.52786 -2.07729
C 1.26586 0.81159 -2.66317
C 1.42941 0.72131 -4.04927
H 1.11576 1.71207 -2.07743
C 1.72713 -0.64496 -4.38265
C 1.74220 -1.40528 -3.20639
H 1.99115 -2.46090 -3.10928
H 1.75903 -0.68612 -1.04526
H 1.37503 1.54036 -4.76097
H 1.94526 -1.00633 -5.38321
C 3.85888 1.04828 1.93726
C 2.87430 -0.08621 1.97478
C 3.29875 -1.35027 1.57254
C 2.41923 -2.43283 1.55790
C 1.09953 -2.23957 1.93403
C 0.64219 -0.96849 2.32284
N -0.69579 -0.90006 2.73983
C -1.64895 0.10159 2.54863
C -2.66421 0.29671 3.50512
C -3.46249 1.43859 3.45672
C -3.26570 2.39955 2.45676
C -2.31800 2.18447 1.45662
C -1.56993 1.01516 1.47022
C -0.69451 0.72363 0.30398
O 0.09380 1.57130 -0.12254
O -0.85267 -0.50316 -0.15683
C 1.55106 0.11667 2.39653
C 1.14775 1.47176 2.87351
H 3.55952 1.83487 1.23501
H 3.98272 1.51291 2.91978
H 4.84107 0.68612 1.62589
H 4.34250 -1.48165 1.28011
H 2.75868 -3.42313 1.25388
H 0.38821 -3.06732 1.90017
H -1.04068 -1.72824 3.22819
H -2.78905 -0.43183 4.31111
H -4.24118 1.58723 4.20601
H -3.85864 3.31102 2.42004
H -2.14601 2.88637 0.63705
H 0.92101 2.11278 2.01211
H 0.27106 1.45020 3.52195
H 1.95993 1.95583 3.42977
```

Values from the calculation:
Charge ... -1
E_LUMO ... 2.822 eV
ΔE to the lowest compared entry with this formula, charge and spin ... 0.0 kJ/mol
Energy ... -51024.51833 eV
HOMO energy ... -0.1528 Eh
Max |F| ... 2.06 eV/Å

Mulliken population analysis, charges in e, atoms 1 to 5: number 1, C, carries -0.24; number 2, C, carries -0.42; number 3, C, carries -0.58; number 4, H, carries 0.47; number 5, C, carries -0.53

The following is a DFT calculation (ωB97M-V with the def2-TZVPD basis set) of a structure of composition C25H24AsN8RhS2.

The geometry in XYZ format:
```
61
Properties=species:S:1:pos:R:3
Rh -0.32177 0.27379 -1.29098
N 2.27517 -0.62493 -1.07458
N 3.11080 0.48526 -1.16729
C 2.60677 1.70996 -1.11228
N 3.44783 2.74267 -1.11674
S 0.94249 2.10955 -0.98181
H 2.40887 -1.08311 -0.17468
H 2.48686 -1.26492 -1.83191
H 4.11585 0.35975 -1.15438
H 4.44894 2.62769 -1.14456
H 3.08882 3.68365 -1.09089
N 0.11357 -3.70493 -3.36045
C 0.00681 -3.15111 -2.15555
N -0.13581 -1.84168 -2.28958
C -0.12584 -1.67014 -3.64688
N 0.03016 -2.77609 -4.32727
C -0.28315 -0.34768 -4.25528
C -0.29658 -0.15289 -5.62818
N -0.46699 1.05159 -6.15675
C -0.63539 2.06148 -5.31487
C -0.61290 1.88841 -3.93641
N -0.42956 0.68071 -3.40905
H 0.21715 -4.67961 -3.60450
H 0.04082 -3.71426 -1.23890
H -0.16945 -0.99054 -6.30225
H -0.79070 3.04397 -5.74176
H -0.74768 2.71378 -3.25078
S -1.97466 1.74477 -0.91616
C -1.73180 2.40631 0.71083
C -2.29991 3.63163 1.04365
C -2.13160 4.13245 2.32745
C -1.38506 3.44058 3.27426
C -0.81541 2.21933 2.94526
C -1.00796 1.70684 1.66967
As -0.41153 0.00683 1.07309
C -1.80014 -1.22583 1.54546
C -1.75563 -2.53233 1.06961
C -2.75742 -3.42872 1.40619
C -3.80822 -3.01398 2.21384
C -3.85516 -1.71054 2.68555
C -2.85172 -0.80976 2.35507
C 1.14471 -0.45424 2.08118
C 2.20779 0.45069 2.10375
C 3.33944 0.15725 2.84912
C 3.40976 -1.03274 3.56548
C 2.34786 -1.92353 3.54930
C 1.20679 -1.63808 2.80781
H -2.86258 4.18960 0.30655
H -2.57586 5.08424 2.58568
H -1.24766 3.85200 4.26440
H -0.23461 1.66926 3.67628
H -0.93243 -2.85255 0.44371
H -2.72191 -4.44676 1.04225
H -4.59319 -3.71027 2.47563
H -4.67503 -1.39086 3.31410
H -2.89731 0.20629 2.72482
H 2.12648 1.39904 1.58369
H 4.15765 0.86419 2.89354
H 4.29027 -1.25556 4.15287
H 2.39886 -2.83834 4.12398
H 0.37214 -2.32762 2.81066
```

Values from the calculation:
Charge ... +2
E_LUMO (spin up / spin down) ... -6.830 / -6.833 eV
ΔE to the lowest compared entry with this formula, charge and spin ... 148.8 kJ/mol
Energy ... -123739.71690 eV
HOMO energy (spin up / spin down) ... -0.4882 / -0.4882 Eh
Max |F| ... 1.06 eV/Å

Mulliken population analysis, charges in e, atoms 1 to 5: number 1, Rh, carries 0.12; number 2, N, carries -0.35; number 3, N, carries -0.36; number 4, C, carries 0.95; number 5, N, carries -0.46

The following is a DFT calculation (ωB97M-V with the def2-TZVPD basis set) of a structure of composition C25H24AuN5OS.

The geometry in XYZ format:
```
57
Properties=species:S:1:pos:R:3
Au 2.09983 0.33845 0.10099
S -1.02397 7.34185 0.13499
N 0.52953 6.84015 0.26259
C 0.53873 5.51515 0.23199
C 1.68593 4.66935 0.29359
C 2.97463 5.16025 0.39179
C 4.04533 4.27205 0.40249
C 3.77963 2.91205 0.32629
N 2.56233 2.41605 0.24319
C 1.48293 3.25095 0.21629
C 0.20413 2.69005 0.10939
N 0.05363 1.32485 0.05319
C -1.15057 0.76665 0.00569
C -2.29617 1.56045 0.00529
C -2.19607 2.94485 0.02239
C -0.95227 3.53575 0.07279
C -0.76637 4.95065 0.11009
N -1.72317 5.86495 0.04899
H 3.12003 6.22925 0.44079
H 5.06173 4.62635 0.45459
H 4.57373 2.17865 0.31889
H -0.92577 -0.96325 -1.14531
H -3.27187 1.11795 -0.00021
H -3.07987 3.56345 -0.00121
N 5.74413 -1.68205 -1.12011
C 4.55133 -1.23215 -0.70041
O 4.45713 -0.11975 -0.19181
C 3.36653 -2.12955 -0.91781
C 2.19203 -1.75075 -0.01471
H 6.54983 -1.08535 -1.02611
H 5.85403 -2.57105 -1.57101
H 3.66043 -3.17355 -0.77521
H 3.07533 -2.00575 -1.96561
H 2.37703 -2.11835 0.99579
H 1.30263 -2.25785 -0.37331
C -3.65197 -1.26465 -0.78141
C -2.52137 -1.46895 0.24959
C -2.91047 -1.03655 1.66999
C -1.20737 -0.73885 -0.11221
C -2.36957 -2.99155 0.19789
C -1.59457 -3.64035 -0.75701
C -1.66087 -5.01475 -0.92021
C -2.50657 -5.77765 -0.13511
C -3.26327 -5.15265 0.83889
C -3.19587 -3.78125 0.99409
H -3.97287 -0.23965 -0.92041
H -4.51517 -1.84575 -0.46221
H -3.33167 -1.64335 -1.75101
H -2.78717 0.03355 1.79799
H -2.25847 -1.53185 2.38799
H -3.93987 -1.29235 1.90259
H -0.41817 -1.13075 0.53589
H -0.94127 -3.07635 -1.40551
H -1.06697 -5.48725 -1.69041
H -2.58077 -6.84485 -0.28421
H -3.93527 -5.72445 1.46399
H -3.82707 -3.33065 1.74149
```

Values from the calculation:
E_LUMO ... -0.865 eV
ΔE to the lowest compared entry with this formula, charge and spin ... 0.0 kJ/mol
Energy ... -50339.85855 eV
HOMO energy ... -0.1977 Eh
Max |F| ... 4.34 eV/Å

Mulliken population analysis, charges in e, atoms 1 to 5: number 1, Au, carries 0.41; number 2, S, carries 0.14; number 3, N, carries -0.73; number 4, C, carries 0.77; number 5, C, carries 0.39

The following is a DFT calculation (ωB97M-V with the def2-TZVPD basis set) of a structure of composition C25H24BrFeNO2.

The geometry in XYZ format:
```
54
Properties=species:S:1:pos:R:3
C 1.19354 -0.43737 -1.97518
C 1.80289 0.78774 -1.49642
C 2.29942 0.51865 -0.16350
H 1.92481 1.70231 -2.06267
C 2.12721 -0.87170 0.10190
C 1.40380 -1.44823 -0.97196
H 1.15114 -2.50518 -1.05253
H 0.77119 -0.58341 -2.96473
H 2.82667 1.22232 0.47338
H 2.54287 -1.41226 0.94449
Fe 0.01284 0.45762 -0.38568
Br -0.08218 2.69390 -0.04152
C -2.14648 -0.14707 0.77905
C -1.65380 -1.40815 0.34189
C -1.42756 -1.33537 -1.06282
H -1.52924 -2.29183 0.96760
C -1.78339 -0.01713 -1.51515
C -2.26877 0.70995 -0.36172
H -2.74207 1.68875 -0.36805
H -2.44212 0.12013 1.79117
H -1.15579 -2.17466 -1.70463
H -1.79824 0.33833 -2.54602
C -4.14850 2.15372 4.74386
C -2.97447 2.89777 4.16629
C -3.19366 4.11568 3.52632
C -2.13721 4.84262 2.97484
C -0.85108 4.33465 3.04851
C -0.59110 3.10815 3.68567
N 0.72510 2.66012 3.65349
C 1.48050 1.82693 4.51021
C 2.13654 2.40473 5.61220
C 2.95153 1.64528 6.45687
C 3.17281 0.29904 6.15183
C 2.57234 -0.28584 5.03870
C 1.69764 0.43833 4.21847
C 0.94224 -0.24816 3.07953
O 1.37456 -1.38291 2.76136
O -0.04792 0.35445 2.56872
C -1.66945 2.39249 4.27981
C -1.49190 1.10520 5.00803
H -4.25393 1.16173 4.28494
H -4.04819 2.01706 5.82879
H -5.07535 2.70772 4.56218
H -4.21471 4.49436 3.47124
H -2.31924 5.80302 2.49065
H -0.01041 4.89112 2.63826
H 1.28143 3.09185 2.92208
H 1.96519 3.46241 5.80403
H 3.41736 2.11235 7.32553
H 3.81203 -0.29812 6.80081
H 2.77113 -1.33282 4.79158
H -2.00337 0.28593 4.47961
H -0.44675 0.81855 5.11467
H -1.93511 1.16190 6.01312
```

Values from the calculation:
Charge ... -2
E_LUMO (spin up / spin down) ... 4.962 / 4.962 eV
Energy ... -136329.03263 eV
HOMO energy (spin up / spin down) ... -0.0029 / -0.0214 Eh
Max |F| ... 3.67 eV/Å
Spin multiplicity ... 5

Mulliken population analysis, charges in e, atoms 1 to 5: number 1, C, carries -0.89; number 2, C, carries -0.51; number 3, C, carries -0.63; number 4, H, carries 0.49; number 5, C, carries 0.03

| no. | molecular weight (g mol⁻¹) |
| --- | --- |
| 1 | 432.9 |
| 2 | 678.5 |
| 3 | 639.5 |
| 4 | 506.2 |